1.
Density functional theory data (the ωB97M-V functional and the def2-TZVPD basis) for the molecule C33H46N4O.

Each line ends with the Mulliken charge.
Element x y z (Å)
C: -2.49 2.91 -2.01  -1.05
H: 1.56 -1.68 2.80  0.63
C: -2.25 3.99 0.23  -1.32
H: -1.19 1.30 -1.41  -0.55
C: -3.01 -1.33 -0.61  2.33
C: -3.14 3.12 -0.65  -0.07
H: -7.20 0.68 -0.94  0.41
H: 6.21 -4.34 -1.67  0.36
H: -3.40 -2.35 -2.47  0.48
H: -0.58 -2.53 -1.30  0.24
O: -2.05 -2.72 1.12  -0.66
C: 5.10 -2.62 -1.04  0.99
C: 0.07 -0.12 2.72  -0.07
H: 6.07 0.20 1.73  0.53
H: -1.52 -1.53 3.10  0.44
N: 2.69 0.49 1.51  0.53
C: -5.12 -2.26 0.40  -0.37
H: 5.18 1.49 0.89  0.45
C: 4.29 -0.74 -2.30  -0.77
C: 5.42 -4.09 -0.96  -1.57
C: -1.41 -0.51 2.73  -1.38
H: -0.25 3.99 1.02  0.54
H: 4.06 0.98 2.97  0.47
C: -5.26 -0.20 -0.81  0.01
H: 3.90 -0.33 -3.22  0.46
C: 1.89 -0.61 0.97  -0.33
H: -2.21 0.42 1.01  -0.19
H: 3.95 -0.75 2.56  0.43
H: -3.31 2.16 -0.17  -0.06
N: -2.00 -0.48 1.41  0.09
H: -0.64 2.17 -2.84  0.43
H: 1.53 2.23 -1.85  0.54
H: -2.40 3.87 -2.52  0.45
H: -2.68 -0.38 -1.03  -0.42
C: 0.95 -1.18 2.05  -0.95
N: 2.99 2.76 0.77  -0.86
C: -4.49 -1.26 -0.33  -0.56
H: -4.12 3.60 -0.78  0.36
H: -3.11 2.27 -2.64  0.47
H: 2.94 3.92 -0.96  0.32
C: 1.12 0.05 -0.20  0.94
H: -2.89 -3.41 -1.15  0.31
H: 0.39 0.04 3.75  0.31
H: -2.15 4.98 -0.21  0.40
C: -1.10 2.30 -1.86  0.08
H: 4.28 1.15 -1.27  0.52
H: 0.07 -0.27 -0.20  -1.38
C: 2.25 3.53 -0.21  -0.87
H: 2.54 -1.41 0.60  0.17
H: -4.78 0.58 -1.39  0.40
H: -1.10 -3.16 -2.86  0.48
H: 4.41 -2.73 -3.06  0.42
C: 4.50 0.09 -1.21  -0.22
H: 5.76 -4.36 0.04  0.36
C: 1.20 2.56 -0.85  -0.45
H: -8.29 -1.10 0.36  0.39
H: -1.06 -1.42 -2.59  0.20
C: -7.23 -1.15 0.17  -0.40
C: -0.21 3.17 -0.98  -0.23
C: -6.62 -0.14 -0.56  -0.90
H: -1.97 0.18 3.37  0.53
H: 4.54 -4.68 -1.21  0.34
C: 5.00 -0.43 -0.02  0.23
H: -0.96 2.39 0.88  -0.43
H: -4.54 -3.08 0.78  0.44
C: -6.48 -2.20 0.65  -0.86
H: 1.76 4.38 0.27  0.45
H: -6.96 -2.99 1.22  0.39
C: -2.29 -1.60 0.71  0.01
H: -2.72 4.11 1.22  0.47
H: 1.57 -0.22 -1.17  0.32
C: -1.27 -2.38 -2.12  -1.10
C: 5.30 -1.79 0.05  -0.36
H: -0.09 4.15 -1.46  0.33
H: 0.33 -1.95 1.58  0.48
C: 3.96 0.26 2.15  -1.10
H: 0.19 0.83 2.20  -0.19
C: -2.71 -2.45 -1.63  -0.88
C: 2.41 1.62 0.84  -0.29
N: 1.25 1.45 0.09  1.47
C: -0.87 3.36 0.39  0.11
C: 5.16 0.45 1.19  -1.33
C: 4.58 -2.08 -2.21  -0.71
H: 5.70 -2.19 0.97  0.34

Properties
**Max |F|**: 0.0153 hartree/bohr
**Molecular weight**: 514.8 g mol⁻¹
**Frontier orbital gap**: 8.81 eV
**Relative energy (zero: lowest compared OMol25 entry of this formula, charge and spin)**: 0.0000 eV
**Highest occupied orbital energy**: -8.086 eV



2.
Density functional theory data (the ωB97M-V functional and the def2-TZVPD basis) for a cluster of 2 separate species, C26H26N2 in total at a distorted geometry.

Each line ends with the Mulliken charge.
Element x y z (Å)
H: -0.31 5.84 2.61  0.34
C: 0.88 4.79 1.20  1.08
H: 2.66 3.22 4.27  0.24
C: -1.28 -5.45 -2.21  -0.35
H: -0.21 4.83 -0.66  0.40
H: -5.67 -5.02 -1.03  0.36
C: 3.79 2.38 2.05  -1.77
C: 0.25 5.51 0.06  -1.82
H: 1.50 3.64 -1.14  0.08
H: -2.95 -0.93 -1.91  0.37
C: 1.26 -5.63 -1.09  -0.61
H: -0.53 6.17 0.44  0.36
C: -5.74 -2.90 -1.54  -0.40
C: 2.16 3.65 3.40  -0.85
C: 3.43 2.72 -0.82  -1.55
H: 3.54 2.93 -1.89  0.36
H: 0.62 5.88 5.25  0.34
H: -0.48 4.52 5.11  0.34
C: 2.22 3.40 -0.35  0.33
H: 0.97 6.13 -0.48  0.37
H: -6.83 -2.81 -1.56  0.34
H: 1.05 -3.53 -0.64  0.57
C: -1.45 -3.02 -1.51  -0.30
C: 1.08 4.52 3.61  0.55
H: -2.25 -5.39 -2.71  0.65
C: 0.30 -1.35 -1.67  -0.57
C: 0.67 -6.77 -1.65  -0.40
C: -3.57 -1.81 -1.76  -0.54
C: 0.57 4.82 5.00  -1.45
C: 0.49 5.12 2.49  -0.87
H: 1.16 4.27 5.75  0.35
C: -0.73 -4.30 -1.58  0.52
H: -1.10 -7.54 -2.68  0.36
H: 1.23 -7.70 -1.68  0.36
C: 2.59 3.28 2.13  1.37
C: 0.61 0.01 -1.48  0.20
H: -5.45 -0.80 -2.01  0.35
H: 4.35 3.05 -0.32  0.44
H: 4.68 2.91 1.66  0.33
C: -4.97 -1.75 -1.79  -0.47
C: -2.92 -3.03 -1.50  0.69
C: -3.71 -4.16 -1.19  -0.44
H: 1.13 -1.98 -2.03  0.49
H: 2.28 -5.67 -0.71  0.35
C: 0.57 -4.41 -1.06  -0.52
H: 3.35 1.63 -0.73  0.32
H: 3.63 1.48 1.45  0.32
H: -3.22 -5.09 -0.91  0.61
N: -0.88 -1.83 -1.47  -0.50
H: 4.04 2.07 3.08  0.34
C: -0.62 -6.67 -2.21  -0.70
C: -5.10 -4.11 -1.24  -0.73
C: 1.90 3.79 0.96  0.84
N: 0.99 1.11 -1.31  -0.48

Properties
**Max |F|**: 0.0497 hartree/bohr
**Molecular weight**: 366.5 g mol⁻¹
**Frontier orbital gap**: 2.43 eV
**Highest occupied orbital energy**: -5.112 eV



3.
Density functional theory data (the ωB97M-V functional and the def2-TZVPD basis) for a structure of composition C45H49Ge2HgN7O9S2 at a distorted geometry.

Each line ends with the Mulliken charge.
Element x y z (Å)
C: 3.36 -0.14 -5.40  -1.40
H: 0.73 -3.18 -4.81  0.32
S: -1.34 -2.72 -2.29  0.38
C: 3.61 -1.68 0.03  -0.20
Hg: -0.20 -0.61 -0.41  1.69
N: -2.61 -0.62 0.88  1.73
C: 2.80 1.51 -1.92  0.36
H: 5.98 -3.24 -2.58  0.40
H: -4.13 3.00 -3.68  0.44
H: 3.08 -0.48 2.43  0.04
C: -2.11 3.28 -2.96  2.63
C: -3.20 -1.67 1.44  0.07
C: 0.45 -0.11 5.13  -1.07
C: -0.44 -3.66 3.17  -0.48
O: -0.81 1.97 0.45  0.15
H: 0.22 -0.19 -6.43  0.54
C: -2.56 3.85 -1.62  -1.39
C: -0.36 -6.97 1.36  -0.41
H: 1.88 1.03 6.25  0.41
H: -2.53 5.02 -4.20  0.42
Ge: 1.85 -0.28 -1.99  -0.08
C: 5.55 -3.02 -0.49  -0.70
C: 4.68 -2.46 0.44  -0.25
O: 0.08 -2.56 -2.63  -0.75
Ge: 1.69 -0.83 -4.44  1.29
H: 3.63 1.26 0.04  0.16
H: -1.47 -6.17 3.02  0.38
H: 2.93 -1.27 0.76  0.16
H: 4.07 -1.85 -3.31  -0.21
H: 4.18 -0.86 -5.32  0.42
C: 0.57 -6.67 0.39  -0.78
H: 3.13 -0.01 -6.46  0.53
H: -0.78 -7.97 1.43  0.39
C: 4.10 3.19 -0.76  -0.62
C: -5.36 -0.87 0.74  -1.03
H: 4.42 5.05 -1.79  0.33
H: -1.48 -1.88 4.66  0.26
N: -4.00 1.75 4.40  0.92
C: 3.29 3.65 -2.97  -1.06
H: -2.72 3.05 -0.90  0.04
H: 4.84 -2.64 1.50  0.42
C: 3.38 -1.43 -1.32  -0.15
C: -2.69 3.78 4.69  -0.42
C: 1.61 -2.67 -5.20  -1.38
H: -2.39 1.41 2.27  -0.02
C: -3.35 0.29 0.26  -1.07
C: 3.98 4.06 -1.84  -0.45
C: 1.08 -5.38 0.34  0.06
H: -3.50 4.41 -1.74  0.48
C: -1.10 3.10 2.50  0.28
H: -2.31 -3.57 1.43  0.43
H: -1.80 4.52 -1.20  0.38
N: 0.75 -4.43 1.21  0.00
H: -0.34 -0.04 5.87  0.49
C: -1.12 -1.45 3.71  -0.10
H: -6.43 -0.98 0.68  0.40
C: -2.43 -2.77 2.16  -1.24
O: -4.00 0.60 4.00  -0.50
H: 0.04 4.84 2.98  0.63
C: -0.81 4.24 3.23  -0.34
H: 1.54 -2.60 -6.29  0.44
C: -1.67 4.40 -3.92  -1.96
H: -1.05 -4.11 3.98  0.24
C: 0.27 0.17 -5.40  -1.21
H: -3.07 -3.13 2.99  0.42
H: -3.38 1.52 -3.01  0.06
H: 1.77 -5.09 -0.44  0.41
H: 0.49 1.24 -5.41  0.30
H: 4.64 3.51 0.13  0.37
H: -1.24 3.97 -4.83  0.37
C: 1.69 0.48 5.34  -0.48
C: 0.23 -0.82 3.95  0.64
C: -4.59 -1.83 1.37  -1.05
C: -4.73 0.22 0.17  -0.95
N: -1.37 5.79 5.06  1.02
H: -0.69 0.00 -4.91  0.18
C: 4.25 -2.01 -2.25  -0.15
H: 3.70 0.81 -5.00  0.31
N: 1.17 -0.95 3.02  0.40
H: 0.51 -3.34 3.59  0.40
O: -0.52 6.56 4.64  -0.62
H: 3.21 4.31 -3.82  0.39
H: -1.82 -0.66 3.42  -0.57
C: -2.93 2.62 3.98  -0.54
N: -1.10 -2.46 2.66  1.05
H: -2.80 1.12 -0.17  0.75
O: 0.92 3.16 1.28  -0.78
C: -1.64 4.59 4.30  -0.31
H: -5.05 -2.70 1.82  0.50
H: 2.16 2.08 -3.88  0.34
H: -3.31 4.04 5.54  0.59
C: 3.52 1.93 -0.81  -0.04
C: -0.95 2.42 -2.73  -1.02
H: 2.50 -3.26 -4.94  0.37
H: 0.90 -7.42 -0.32  0.37
O: -2.02 -3.58 -3.25  -0.76
C: 2.71 2.39 -3.00  0.00
H: 3.64 0.79 4.48  0.44
C: 2.66 0.34 4.37  -0.93
O: -1.50 -3.18 -0.90  -0.51
H: 6.38 -3.63 -0.17  0.33
C: -0.74 -5.98 2.25  -0.74
O: -2.00 5.98 6.09  -0.64
C: -0.14 -4.73 2.15  -0.06
C: -2.16 2.29 2.86  1.03
C: 2.35 -0.37 3.22  -0.05
S: -2.18 -0.88 -2.38  -0.46
C: -3.21 2.42 -3.60  -1.43
O: -4.87 2.20 5.13  -0.68
C: -0.23 2.70 1.27  -0.42
C: 5.32 -2.79 -1.84  -0.77
H: -5.29 1.00 -0.33  0.52
H: -2.91 2.10 -4.60  0.35
H: -0.92 5.04 -3.46  0.38
N: -0.02 1.76 -2.60  0.25

Properties
**Max |F|**: 0.0240 hartree/bohr
**Molecular weight**: 1241.9 g mol⁻¹
**Frontier orbital gap**: 5.00 eV
**Relative energy (zero: lowest compared OMol25 entry of this formula, charge and spin)**: 0.6302 eV
**Highest occupied orbital energy**: -2.075 eV
**Total charge**: -2



4.
Density functional theory data (the ωB97M-V functional and the def2-TZVPD basis) for the molecule C5H10O2 at a distorted geometry.

Each line ends with the Mulliken charge.
Element x y z (Å)
O: 0.20 -0.26 0.17  -0.42
H: -1.01 1.35 -1.76  0.27
H: -2.04 -0.45 0.54  0.31
H: 0.95 -2.37 0.35  0.26
H: 2.36 -1.25 -1.37  0.27
C: 2.48 -1.01 -0.31  -1.04
H: -1.69 2.59 0.09  0.33
H: -2.97 1.76 0.95  0.34
C: 1.20 -1.30 0.52  -0.31
C: -1.21 0.35 -1.31  -0.12
C: -1.40 0.34 0.18  0.49
H: 1.45 -1.21 1.58  0.30
H: 3.35 -1.59 0.05  0.36
H: -1.41 1.95 1.72  0.31
H: 2.75 0.05 -0.23  0.29
C: -1.87 1.73 0.76  -1.18
O: -1.13 -0.68 -1.92  -0.45

Properties
**Max |F|**: 0.0375 hartree/bohr
**Molecular weight**: 102.1 g mol⁻¹
**Frontier orbital gap**: 9.70 eV
**Relative energy (zero: lowest compared OMol25 entry of this formula, charge and spin)**: 4.5538 eV
**Highest occupied orbital energy**: -9.399 eV



5.
Density functional theory data (the ωB97M-V functional and the def2-TZVPD basis) for the ion C5H10NO2 with charge -1 at a distorted geometry.

Each line ends with the Mulliken charge.
Element x y z (Å)
C: -2.24 0.64 1.57  0.04
H: -1.43 1.60 -0.21  0.23
H: -0.24 1.44 1.00  0.45
H: -1.28 -1.37 0.43  0.44
C: 1.65 0.01 -1.83  -0.13
H: -0.85 -0.56 -1.02  0.34
N: 1.60 0.14 -0.24  -0.45
H: 2.54 -0.18 -0.06  0.26
C: -1.13 0.95 0.60  -0.66
H: 0.64 -0.36 -2.11  0.11
C: 0.69 -0.75 0.45  -0.85
H: -2.04 -0.14 2.36  0.33
C: -0.81 -0.46 0.05  -0.61
H: 0.75 -0.57 1.52  0.38
O: 2.68 -0.76 -2.17  -0.89
H: 0.88 -1.85 0.28  0.38
O: -3.32 1.19 1.56  -0.52
H: 1.90 1.04 -2.18  0.17

Properties
**Max |F|**: 0.0590 hartree/bohr
**Molecular weight**: 116.1 g mol⁻¹
**Frontier orbital gap**: 6.13 eV
**Relative energy (zero: lowest compared OMol25 entry of this formula, charge and spin)**: 3.3931 eV
**Highest occupied orbital energy**: -2.655 eV
**Total charge**: -1



6.
Density functional theory data (the ωB97M-V functional and the def2-TZVPD basis) for the molecule C5H4N2O at a distorted geometry.

Each line ends with the Mulliken charge.
Element x y z (Å)
O: -1.06 2.12 0.15  -0.42
N: 1.53 1.21 -2.08  -0.36
H: 1.10 -1.37 -0.23  0.48
H: -1.52 -0.27 0.55  0.23
C: -0.48 -0.12 0.43  0.84
C: -0.03 -0.05 1.84  0.01
C: -0.39 1.23 -0.20  0.30
C: 0.07 -1.18 -0.43  -1.58
N: 0.18 0.27 2.91  -0.38
H: -0.32 -2.18 -0.22  0.35
C: 0.70 1.33 -1.26  0.12
H: 0.24 -0.97 -1.47  0.40

Properties
**Max |F|**: 0.0695 hartree/bohr
**Molecular weight**: 108.1 g mol⁻¹
**Frontier orbital gap**: 10.80 eV
**Relative energy (zero: lowest compared OMol25 entry of this formula, charge and spin)**: 1.4693 eV
**Highest occupied orbital energy**: -11.767 eV



7.
Density functional theory data (the ωB97M-V functional and the def2-TZVPD basis) for a structure of composition C18H28N4NaNbO3S2 at a distorted geometry.

Each line ends with the Mulliken charge.
Element x y z (Å)
H: -2.17 -1.32 -3.34  0.27
H: -1.85 -1.51 6.68  0.42
H: 2.28 3.78 -1.63  0.54
H: -0.97 -0.12 -3.68  0.55
H: 0.60 -3.32 -3.43  0.38
C: 0.75 -3.42 -2.34  -1.45
H: -2.33 -1.07 4.20  0.43
H: 0.53 4.53 -3.23  0.46
O: 2.04 2.24 3.25  -0.59
C: -0.46 -0.11 3.94  0.27
C: -0.43 -2.80 -1.56  1.13
S: -1.85 -0.12 1.41  -0.40
H: -2.20 0.71 -1.28  0.45
C: 0.79 0.21 4.46  0.20
C: 1.08 0.01 5.82  -0.58
H: -2.24 2.50 -1.38  0.43
O: 2.92 -0.08 2.88  -0.55
H: -0.02 -4.08 0.12  0.57
H: -2.58 -3.08 -1.42  0.38
C: -0.02 3.58 -3.14  -1.43
H: 0.29 -0.77 7.69  0.42
H: 0.83 -4.49 -2.11  0.44
C: 0.32 2.95 -1.78  0.52
H: 2.09 2.28 -0.69  0.16
N: -0.31 1.60 -1.66  0.65
H: -1.90 -3.61 -2.99  0.42
Na: 1.03 0.41 -3.20  0.86
N: 0.59 0.48 1.92  -0.23
H: 0.79 -2.49 0.23  0.21
C: -1.13 -1.00 6.05  -0.65
N: 1.85 -0.25 -0.73  -0.18
O: 3.82 -0.99 0.40  -0.42
C: -1.41 -0.77 4.71  -0.71
N: -0.56 -1.34 -1.89  0.93
C: 0.10 -0.60 6.62  -0.52
H: -1.26 4.08 -0.80  0.43
H: 0.28 2.95 -4.00  0.28
H: 0.34 4.81 -0.72  0.47
C: -1.79 1.59 -1.82  -0.95
H: -0.03 3.41 0.32  0.30
C: -0.15 -2.99 -0.07  -1.68
C: 2.86 -0.67 -0.17  0.62
H: -1.66 -4.60 -1.55  0.45
C: -0.55 0.15 2.52  1.41
H: -2.08 1.53 -2.88  0.33
C: -1.72 -3.56 -1.91  -1.63
H: -0.59 -1.82 -3.97  0.43
C: -1.09 -1.13 -3.27  -1.50
C: -0.20 3.86 -0.67  -1.45
H: 2.28 2.24 -2.50  0.32
H: 2.05 0.32 6.23  0.47
Nb: -0.19 0.04 -0.40  -0.44
H: 1.69 -2.93 -2.06  0.28
C: 1.82 2.78 -1.64  -1.31
H: -1.09 3.81 -3.23  0.39
S: 1.83 0.82 3.14  0.97
H: -1.01 -2.64 0.54  0.42

Properties
**Max |F|**: 0.0727 hartree/bohr
**Molecular weight**: 528.5 g mol⁻¹
**Frontier orbital gap**: 7.28 eV
**Highest occupied orbital energy**: -15.279 eV
**Total charge**: +2



8.
Density functional theory data (the ωB97M-V functional and the def2-TZVPD basis) for the molecule C4H8O2.

Each line ends with the Mulliken charge.
Element x y z (Å)
C: -0.11 -0.26 -1.57  -1.13
H: -0.86 0.54 -1.59  0.33
O: 1.61 0.38 0.75  -0.57
H: -0.32 -0.93 -2.41  0.36
H: -1.72 0.73 1.28  0.37
C: 0.32 -0.13 0.94  0.12
H: -1.10 -1.43 -0.04  0.36
H: 0.87 0.20 -1.74  0.28
O: -0.31 2.16 1.11  -0.51
H: 1.53 1.34 0.82  0.36
C: -0.11 -1.01 -0.25  -0.55
H: 0.59 -1.86 -0.29  0.31
C: -0.66 1.00 1.13  0.02
H: 0.28 -0.74 1.86  0.26

Properties
**Max |F|**: 0.0099 hartree/bohr
**Molecular weight**: 88.1 g mol⁻¹
**Frontier orbital gap**: 11.26 eV
**Relative energy (zero: lowest compared OMol25 entry of this formula, charge and spin)**: 0.9796 eV
**Highest occupied orbital energy**: -10.426 eV